Record 1
Density functional theory data (ωB97M-V/def2-TZVPD) for C32H46ClNO3P4Pb as an isolated structure at a distorted geometry.

Geometry (Å):
C: -1.53 -1.50 -6.74
H: 1.29 2.51 -3.28
C: -1.05 -3.80 0.22
H: 0.16 3.90 -3.07
H: 5.52 0.77 -0.55
C: 2.96 -0.66 0.34
C: 1.10 -1.13 -7.63
C: 4.40 0.40 -4.43
C: -0.15 -2.66 2.73
O: 3.26 -2.62 -1.00
H: -0.18 -1.79 3.40
P: 2.19 -2.73 -5.73
H: -2.92 -1.20 2.38
H: 4.79 1.31 2.22
C: 3.27 -0.36 -4.74
H: 2.16 4.33 -0.90
H: 4.33 1.49 -4.41
H: -3.14 -3.00 2.28
H: 1.37 -3.45 -2.96
H: 2.14 -0.95 -7.93
C: 0.84 -1.80 -6.41
O: -2.69 1.50 2.21
H: -1.38 -3.56 -0.80
C: 1.42 -1.30 -1.59
C: -0.48 -1.91 -5.92
C: 3.37 -1.76 -4.82
C: 2.78 -1.25 -1.07
H: 0.90 -2.85 2.46
H: -3.44 -1.94 0.84
H: 6.52 0.36 -4.00
C: 4.99 -2.50 1.48
P: 0.41 2.65 -1.02
C: 1.72 -5.41 -5.77
H: -0.59 4.85 -0.89
H: 1.39 -7.77 -3.35
H: 1.23 -5.72 -1.92
H: -0.58 -3.54 3.23
H: -0.66 -2.32 -4.93
Pb: -0.37 0.19 0.13
H: 4.63 -3.48 -4.44
C: 0.04 -0.73 -8.43
N: -1.80 1.64 3.05
H: 2.05 0.25 2.05
H: -0.49 2.23 -3.21
H: 2.14 3.26 0.55
H: -2.10 -0.72 -8.67
Cl: -2.71 0.39 -1.02
C: 5.71 -1.63 -4.17
H: 2.98 -3.11 -1.80
H: 6.01 -2.58 1.88
H: 5.75 -0.93 -1.09
H: -0.65 -1.34 -2.09
C: 0.34 2.85 -2.83
P: -1.09 -2.29 1.23
H: 6.66 -2.12 -3.95
H: 4.27 -2.84 2.23
H: -2.55 -1.62 -6.39
H: -1.80 3.53 -0.60
C: 2.05 3.30 -0.54
C: -1.27 -0.96 -8.01
H: 3.39 -0.67 -1.78
C: 1.49 -4.36 -3.56
H: -0.02 -4.19 0.17
H: 3.98 0.04 3.20
C: 1.38 -5.63 -2.99
H: -1.72 -4.55 0.66
C: 5.62 -0.23 -4.19
H: 0.24 -0.25 -9.39
H: 1.83 -5.28 -6.85
H: -0.65 3.99 0.70
C: -0.77 3.89 -0.39
C: 4.58 -2.39 -4.45
C: 4.80 0.24 2.50
H: 1.62 -7.55 -5.82
H: 5.76 0.02 2.99
C: 1.59 -6.66 -5.19
C: 0.18 -1.03 -1.46
C: 1.95 -0.12 1.01
H: 6.81 -0.24 0.17
H: 2.83 2.66 -0.99
C: 1.73 -4.26 -4.94
C: 5.79 -0.25 -0.23
C: -2.83 -2.10 1.74
H: 2.31 0.12 -4.92
O: -0.79 0.90 3.08
H: 4.88 -3.11 0.58
P: 4.65 -0.79 1.04
C: 1.45 -6.78 -3.80

Properties
- HOMO-LUMO gap (alpha / beta): 3.324 / 3.110 eV
- Charge: +2
- HOMO energy (alpha / beta): -11.23 / -11.23 eV
- Multiplicity: 1



Record 2
Density functional theory data (ωB97M-V/def2-TZVPD) for C32H46GeN4O5STi as an isolated structure at a distorted geometry.

Geometry (Å):
H: 1.82 -2.62 -4.61
H: -0.07 3.42 -4.75
C: -1.56 -1.06 4.48
N: -0.66 2.66 -4.45
C: 0.87 1.71 -1.32
H: 3.46 -3.53 -2.03
Ti: 0.53 0.09 0.89
H: -1.97 0.52 -3.55
C: 3.40 -0.83 3.03
H: 3.92 -0.57 3.95
H: -0.92 -4.43 2.22
C: -3.72 1.79 -0.81
C: -2.85 -1.45 4.11
H: 0.27 -0.21 3.79
H: 4.60 -2.17 -2.11
C: -5.73 1.18 -2.01
C: 0.07 -3.12 0.85
H: -0.27 4.50 2.87
H: 1.88 -4.19 1.35
C: -5.61 2.35 -2.76
H: -4.38 -1.42 2.61
H: 4.82 1.33 0.72
H: 3.83 0.07 -3.00
C: -3.35 -1.15 2.86
C: 3.78 -2.67 -2.62
C: -2.60 -0.39 1.92
H: 0.09 -3.20 3.00
H: -0.87 4.82 1.26
H: -1.38 2.35 -5.07
C: -1.22 -0.17 2.24
C: -3.60 2.96 -1.55
O: 2.46 0.13 0.96
O: 0.17 1.84 1.54
O: 1.36 3.65 0.88
Ge: 2.71 -1.73 0.03
H: -4.49 4.15 -3.10
H: 3.56 -0.78 -4.54
H: -6.55 0.50 -2.18
C: 3.10 -0.47 -3.59
N: 0.07 0.70 -0.90
N: -2.85 1.35 0.19
C: 2.61 -1.70 -2.83
C: 0.39 3.15 1.40
C: 1.10 -4.22 0.60
O: 0.75 -1.82 0.88
H: -0.47 -2.88 -1.23
H: 0.62 -1.74 -3.65
H: 1.34 3.19 -2.75
C: 3.44 0.35 2.06
H: -2.43 2.03 0.82
S: -4.73 -0.44 0.09
O: 2.08 -1.26 -1.56
H: 1.69 1.97 -0.67
C: -1.16 0.88 -2.93
H: 1.56 -4.12 -0.39
C: -3.25 0.17 0.80
C: -0.90 0.28 -1.74
C: -0.69 4.03 1.98
H: 5.57 0.64 2.17
C: 3.11 1.63 2.81
C: -4.56 3.23 -2.52
C: 4.81 0.48 1.41
C: -0.60 -3.38 2.18
H: 2.26 0.19 -3.82
C: -4.78 0.92 -1.03
H: 3.88 -1.72 2.61
H: 0.61 -5.19 0.65
H: -1.18 -1.26 5.47
H: 2.17 1.53 3.35
H: 5.06 -0.42 0.85
H: -6.34 2.58 -3.52
H: 4.14 -3.03 -3.58
H: -1.48 -4.04 -0.34
C: 1.49 -2.39 -3.59
H: -1.79 2.56 2.90
H: -3.47 -1.98 4.83
C: 0.67 2.38 -2.48
H: -2.66 3.90 2.54
H: -1.70 -2.31 -0.07
H: -1.48 -0.57 -1.42
C: -0.96 -3.08 -0.27
H: -2.77 3.64 -1.37
H: 3.90 1.83 3.53
H: -1.48 -2.76 2.32
C: -0.76 -0.45 3.52
N: -1.93 3.28 2.20
H: 1.21 -3.32 -3.10
H: 2.37 -1.09 3.28
C: -0.39 2.00 -3.32
H: 3.03 2.47 2.12

Properties
- HOMO-LUMO gap (alpha / beta): 4.672 / 7.298 eV
- Charge: +1
- HOMO energy (alpha / beta): -7.75 / -10.39 eV
- Energy relative to the best compared isomer or geometry (same formula, charge and spin): 54.69 kcal/mol
- Multiplicity: 2
- <S²>: 0.783



Record 3
Density functional theory data (ωB97M-V/def2-TZVPD) for a single C32H46N4O4 molecule.

Geometry (Å):
H: 2.96 -2.79 2.23
O: 0.02 -0.39 2.14
H: -5.32 -3.17 0.26
H: 5.27 -0.38 2.67
N: 1.66 1.16 1.75
H: 1.59 -0.61 -4.78
H: 3.99 1.24 -4.44
C: 1.26 1.52 -4.71
H: -5.54 1.74 0.55
C: 0.40 3.09 1.43
C: 3.80 0.09 1.15
H: -8.75 -2.45 -2.55
H: 0.34 0.68 -2.95
C: 2.78 0.39 2.24
C: 2.14 0.31 -5.01
C: 3.99 -2.72 2.62
H: 4.42 -4.81 2.24
H: 5.46 -4.06 3.45
O: -3.81 2.88 1.34
C: -1.67 2.23 2.26
C: 4.45 -4.11 3.07
O: 0.12 3.56 2.74
C: -1.27 3.71 2.55
H: 1.34 0.92 -0.59
H: 2.36 -0.52 2.66
H: -2.13 5.16 0.99
N: -3.25 0.66 1.46
H: 4.03 -0.52 -4.37
C: 3.41 0.36 -4.17
N: 1.86 1.69 -0.98
C: 0.39 0.71 1.80
H: -8.74 -2.30 1.21
H: 3.31 -0.48 0.35
O: 3.00 3.59 -0.51
H: 2.50 3.08 1.95
C: -0.26 4.13 0.56
C: -4.31 -1.39 0.84
H: 4.67 -2.03 -0.43
H: -8.24 -0.79 -2.21
H: 1.79 2.43 -4.99
H: 3.26 0.96 3.05
N: 4.91 -2.15 1.66
C: -3.04 1.99 1.64
H: 4.15 1.03 0.73
H: 0.34 1.47 -5.30
H: -0.87 1.64 0.31
H: 2.54 -0.50 -2.40
C: 2.31 2.66 -0.16
C: 1.81 2.53 1.30
C: -0.52 1.83 1.33
H: 6.51 -4.15 0.78
C: -5.38 -2.09 0.32
H: -7.06 -1.99 -2.74
H: -7.43 0.48 -0.37
H: 5.88 -0.47 1.02
H: -2.49 0.04 1.75
H: 7.04 -2.63 0.06
C: 2.19 1.63 -2.39
H: -9.75 -2.64 -0.20
H: 0.07 4.42 -0.42
C: 4.91 -2.77 0.35
H: 2.39 0.29 -6.07
C: -4.36 0.00 0.92
H: 3.79 -4.48 3.85
C: -7.68 -2.22 -0.68
H: -3.43 -1.91 1.18
C: -6.52 -1.44 -0.12
C: -7.95 -1.84 -2.14
C: 3.07 0.41 -2.68
H: 0.30 2.45 -3.01
H: 3.97 -2.07 3.50
H: 2.75 2.54 -2.61
H: -7.42 -3.29 -0.65
H: 6.26 -3.85 -0.95
C: 0.91 1.57 -3.22
C: -6.56 -0.06 -0.03
C: -5.50 0.66 0.48
H: -1.60 1.68 3.20
C: -1.34 4.49 1.25
C: 5.02 -0.71 1.66
C: -8.94 -2.02 0.17
H: 3.99 0.47 -2.09
H: -9.25 -0.98 0.15
C: 6.27 -3.39 0.04
H: -1.75 4.16 3.42
H: 4.13 -3.54 0.31

Properties
- HOMO-LUMO gap: 8.807 eV
- Charge: 0
- HOMO energy: -8.29 eV
- Energy relative to the best compared isomer or geometry (same formula, charge and spin): 1.73 kcal/mol
- Multiplicity: 1
- SMILES: CCN(CC)CCCN1C(=O)[C@H]2[C@H](C(=O)Nc3ccc(C(C)C)cc3)[C@@H]3C=C[C@]2(O3)[C@@H]1C(=O)NC1CCCCC1